DFT (ωB97M-V with the def2-TZVPD basis set) results for a structure of composition C35H49BiN5OP2S2Si2.

Lowest unoccupied orbital energy ... 2.34 eV
E_HOMO ... -4.3 eV
Relative energy (zero: lowest compared OMol25 entry of this formula, charge and spin) ... 60.2 kcal per mole
Largest force on an atom ... 3.5 eV/Å

```
! RIJCOSX wB97M-V def2-TZVPD def2/J DEFGRID3
* xyz -1 1
Bi 2.01445 1.12906 2.04721
N 2.84347 -0.23667 6.50606
C 2.29026 0.22248 5.38848
S 3.49511 0.41351 4.13312
N 1.02793 0.56841 5.47533
N 0.52292 1.08068 4.28617
C -0.65202 1.69521 4.49080
C -1.60085 2.07355 3.45008
C -2.85894 2.27798 3.96810
C -3.90020 2.75667 3.13961
C -3.61028 3.02251 1.82414
C -2.33134 2.85699 1.31102
C -1.28068 2.25841 2.02546
O -0.22730 1.84349 1.48092
H 3.83491 -0.20938 6.59184
H 2.32373 -0.25841 7.39266
H -1.01417 1.76301 5.52467
H -3.08041 1.99515 4.98766
H -4.95079 2.90428 3.51808
H -4.43730 3.38164 1.16300
H -2.18535 3.09634 0.25118
C -5.26435 0.58135 -1.53286
P -3.69145 -0.46487 -1.32844
C -2.44817 0.84813 -1.90716
C -3.80933 -1.42410 -2.87612
C -3.69493 -0.69718 -4.05365
C -3.52421 -1.32901 -5.25894
C -3.56566 -2.67700 -5.26578
C -3.64161 -3.47747 -4.10673
C -3.77812 -2.87497 -2.86001
P -4.07319 -3.70859 -1.24817
C -5.30268 -4.94622 -1.74861
C -2.65150 -4.87917 -1.09481
H -5.00384 1.29340 -2.35346
H -5.45427 1.12160 -0.61017
H -6.15943 0.02595 -1.85283
H -2.84860 1.87666 -2.13827
H -1.78540 0.46447 -2.76225
H -1.80549 1.02173 -1.02628
H -3.80133 0.34975 -4.09246
H -3.35206 -0.73280 -6.19493
H -3.67249 -3.23029 -6.22695
H -3.38922 -4.53557 -4.14297
H -5.70099 -4.82455 -2.76574
H -6.00271 -4.95360 -0.98655
H -4.71044 -5.87676 -1.75055
H -1.79196 -4.31760 -0.81163
H -2.57785 -5.35960 -2.07767
H -2.81587 -5.54899 -0.26391
C 6.19029 3.80134 -1.62905
Si 4.47579 4.51180 -1.94217
C 4.38875 5.30666 -3.64902
C 4.27546 5.87782 -0.62682
C 3.17358 3.10598 -1.68558
C 2.12478 3.02108 -2.59927
C 1.28817 1.92969 -2.53682
C 1.35889 1.01967 -1.46964
N 2.23742 1.21667 -0.47547
C 3.13509 2.16351 -0.59269
S 4.15062 2.34831 0.80260
H 6.88099 3.85570 -2.47500
H 6.18885 2.76044 -1.18904
H 6.71124 4.41125 -0.89577
H 4.87443 6.31004 -3.66918
H 3.40386 5.26030 -4.17621
H 4.98981 4.64213 -4.36831
H 4.67537 5.55013 0.38613
H 3.20506 6.17280 -0.60920
H 4.90207 6.75287 -0.91050
H 1.92199 3.78802 -3.36515
H 0.57022 1.77462 -3.35277
H 0.85175 0.05989 -1.45505
C 4.57314 -1.59127 1.01670
Si 2.87064 -2.37220 1.08983
C 2.38422 -3.07675 -0.61037
C 3.09170 -3.71950 2.35357
N 1.67713 -1.16278 1.56363
C 0.38894 -1.52342 1.85887
C -0.63495 -1.32625 0.93194
C -1.88110 -1.88620 1.13811
C -2.12796 -2.58323 2.28181
C -1.12679 -2.77124 3.26627
C 0.07950 -2.16652 3.15147
H 5.36031 -2.30965 0.77793
H 4.89889 -1.31032 1.96587
H 4.64559 -0.69942 0.36613
H 1.30869 -2.98576 -0.87891
H 2.62835 -4.11803 -0.67698
H 2.92923 -2.60304 -1.46479
H 3.59552 -4.56461 1.89178
H 2.15036 -4.10569 2.80786
H 3.74913 -3.48093 3.14646
H -0.37973 -0.78816 0.05601
H -2.65838 -1.87228 0.42238
H -2.94199 -3.22555 2.43726
H -1.28465 -3.53498 4.03961
H 0.82374 -2.22257 3.93379
*
```

Atom charges from the Löwdin analysis, given in e for atoms 1 to 2:
1. Bi 1.536
2. N 0.015